C4H3FO | ωB97M-V/def2-TZVPD

Results
HOMO level = -10.6 eV
DFT total energy = -8958.074 eV
SMILES string = C#C[C@H](F)C=O
LUMO = 0.60 eV
Gap between HOMO and LUMO = 11.2 eV

```
9
Properties=species:S:1:pos:R:3:nbo_charge:R:1
C 2.10 -0.49 -0.72 -0.211
C 0.99 -0.50 -0.23 -0.066
C -0.51 -0.35 0.41 0.099
F -1.28 -1.50 0.18 -0.322
C -1.16 0.92 0.03 0.396
O -2.32 1.09 -0.30 -0.467
H 3.00 -0.75 -1.18 0.242
H -0.34 -0.15 1.45 0.212
H -0.49 1.74 0.36 0.118
```


C4H3FO2S | ωB97M-V/def2-TZVPD

Results
HOMO level = -9.1 eV
DFT total energy = -21839.981 eV
SMILES string = O=C/C(F)=C\OC=S
LUMO = -0.98 eV
Gap between HOMO and LUMO = 8.1 eV

```
11
Properties=species:S:1:pos:R:3:nbo_charge:R:1
O 1.59 1.99 -0.30 -0.469
C 1.81 0.79 -0.55 0.394
C 1.32 -0.54 0.09 0.236
F 2.03 -1.69 -0.21 -0.308
C 0.26 -0.70 0.85 0.109
O -0.60 0.39 1.26 -0.473
C -1.51 0.70 0.38 0.091
S -2.36 -0.36 -0.69 -0.131
H 2.33 0.25 -1.65 0.115
H 0.05 -1.45 1.56 0.220
H -2.08 1.71 0.66 0.216
```


C4H3GaO6 | ωB97M-V/def2-TZVPD

Results
HOMO level (alpha / beta) = -14.5 / -14.4 eV
Total charge = +1
DFT total energy = -68846.107 eV
2S+1 = 2
LUMO (alpha / beta) = -7.77 / -7.76 eV
Expectation value of S² = 0.7629
Gap between HOMO and LUMO (alpha / beta) = 6.7 / 6.7 eV

```
14
Properties=species:S:1:pos:R:3:lowdin_charge:R:1
C -1.33 0.79 -0.94 0.095
C -0.16 1.36 -0.56 -0.106
O 0.52 0.81 0.50 -0.043
C 1.65 1.43 1.12 -0.603
O 1.95 2.56 0.85 0.241
O 2.15 0.55 1.89 0.129
H -1.97 0.39 -0.15 0.099
H 0.44 2.03 -1.18 0.153
H -1.72 1.06 -1.92 0.105
O -1.08 -1.73 -1.08 0.169
O -0.63 -3.74 -0.59 0.270
O -0.07 -2.16 0.88 0.105
C -0.59 -2.54 -0.21 -0.740
Ga 0.85 -0.81 1.40 1.125
```


C4H3GdO2 | ωB97M-V/def2-TZVPD

Results
HOMO level (alpha / beta) = -15.2 / -15.1 eV
Total charge = +2
DFT total energy = -29099.466 eV
2S+1 = 8
LUMO (alpha / beta) = -9.83 / -10.28 eV
Expectation value of S² = 15.7953
Gap between HOMO and LUMO (alpha / beta) = 5.3 / 4.8 eV

```
10
Properties=species:S:1:pos:R:3:lowdin_charge:R:1
C -2.43 0.06 0.03 -0.041
C -1.24 -0.19 -0.03 0.015
C 0.11 -0.61 -0.04 0.057
C 1.08 0.29 0.06 -0.180
H 2.11 -1.30 -0.05 0.147
H 1.17 1.34 -0.26 0.131
O -3.67 0.50 0.08 0.162
H -4.30 -0.22 0.17 0.158
O 2.40 -0.32 0.05 -0.373
Gd 4.76 0.44 -0.01 1.926
```


Which formula does entry 3 have? C4H3GaO6


The lowest DFT total energy belongs to which entry? C4H3GaO6


Which of these has the lowest DFT total energy? C4H3GaO6


What is the DFT total energy in the third record? -68846.107 eV